Record 1
Computed, not measured: a structure of composition C30H41InN4O3PS2SeTe2, with ωB97M-V with the def2-TZVPD basis set.

Geometry (Å):
C 17.21937 15.63198 8.12786
H 13.07522 7.42874 6.94342
N 15.26615 11.60416 11.70639
H 16.40554 9.35973 10.61420
O 12.55694 11.93105 10.13062
C 17.00961 18.09754 7.87887
H 19.54237 9.36797 13.63670
C 13.45040 8.39661 8.83896
H 19.15691 10.76547 7.63494
H 10.00432 12.79351 8.80319
H 15.81219 15.22663 6.45894
P 12.11084 10.51078 9.99683
Te 17.73811 13.69995 8.65083
H 20.68279 18.37710 5.20749
C 23.68273 11.55872 10.48065
H 12.87056 7.69379 9.47672
C 13.01624 8.45285 7.35100
O 13.44886 9.73639 9.46789
C 21.73026 16.41339 5.35408
Te 11.13080 9.22851 11.81301
C 18.53895 9.69008 13.33079
H 19.63718 16.97132 5.51728
H 12.00071 8.86870 7.31419
H 9.25278 9.89217 9.59330
H 19.96480 9.03662 6.34683
H 21.76503 15.88959 8.66662
C 22.40524 13.32198 8.79424
Se 19.23115 13.25623 6.28808
H 20.51400 10.52542 5.66469
C 17.91647 9.09702 12.20712
C 16.34538 10.91428 12.17864
H 9.15780 10.56719 7.86674
H 22.82029 10.21975 6.75415
H 22.51044 9.11703 5.59825
C 22.40016 15.81672 6.57807
H 13.01875 12.71144 11.85992
C 16.86482 9.73747 11.55897
C 20.63871 17.40655 5.70457
H 23.01800 16.63086 7.03413
H 18.53341 11.30344 14.73974
C 16.42610 16.01112 7.06437
C 18.02936 10.79961 13.94352
H 21.85483 8.21786 8.40023
H 23.53113 14.90686 9.77771
C 16.83640 11.31827 13.47214
C 22.48098 8.19708 7.51180
H 22.48461 16.86324 4.66930
N 21.40324 13.98047 8.09539
N 13.65846 13.08743 12.62602
C 20.18229 10.53660 7.78464
H 14.53878 8.05815 8.86746
C 16.45805 17.40013 6.83450
H 24.83987 13.25935 11.08390
H 20.42030 15.78177 7.54652
H 8.49281 12.36107 9.52233
C 20.49431 13.03707 7.61889
N 20.87664 11.80884 8.07293
C 22.14436 9.39438 6.59396
C 9.51828 12.01837 9.45440
C 24.06064 12.92197 10.45599
C 22.64683 11.05316 9.71257
C 20.67101 9.87301 6.54266
H 21.32289 15.62850 4.71716
H 17.06819 19.19377 8.04148
H 23.50634 8.13488 7.87807
H 13.60846 9.14678 6.75068
H 22.09211 10.14755 9.92221
H 23.03226 14.97193 6.33272
C 22.03614 11.92532 8.80506
C 23.34726 13.84882 9.66414
In 14.74701 11.93028 9.15146
H 24.23691 10.90868 11.17155
H 13.25428 13.49346 13.48151
H 20.74111 17.64105 6.76335
H 18.32265 8.23757 11.79154
S 17.69097 17.09674 9.05200
C 21.44019 15.36562 7.73562
H 16.11315 17.92625 5.93700
O 11.07677 10.34974 8.73804
H 9.96390 12.04332 10.42443
H 22.29998 7.21812 7.05076
S 15.91164 12.70346 13.99599
H 20.15924 9.88465 8.70221
C 9.58588 10.65712 8.88317
C 14.81017 12.46710 12.61506

Properties
Lowest unoccupied orbital energy (spin up / spin down)   -4.9 / -4.9 eV
Frontier orbital gap (spin up / spin down)   3.572 / 3.571 eV
Total charge   +1

Record 2
Computed, not measured: a cluster of 2 separate species, C3H6Si in total, with ωB97M-V with the def2-TZVPD basis set.

Geometry (Å):
H -2.76460 -1.03581 -0.61665
H 2.18459 1.66382 -0.60814
C 2.05819 0.72041 -0.24183
Si -2.06334 0.06578 0.03449
C 2.30297 -0.18916 0.71334
C 1.55301 -0.66772 -0.39261
H 1.78688 -1.29480 -1.15593
H -1.86294 0.05233 1.47672
H -1.69094 1.19582 -0.59379
H 2.47308 -0.51965 1.75000

Properties
Lowest unoccupied orbital energy (spin up / spin down)   0.0 / 1.0 eV
Frontier orbital gap (spin up / spin down)   6.866 / 7.785 eV
Energy above the lowest of the compared OMol25 structures with the same formula, charge and spin   5.4577 eV

Record 3
Computed, not measured: a structure of composition C27H38GeN7V, with ωB97M-V with the def2-TZVPD basis set.

Geometry (Å):
V 0.64138 -0.53837 -0.78594
C 1.11967 -2.19268 -3.98765
H -0.38751 -5.18225 2.61782
C -1.57362 1.71946 -1.28033
C 0.14075 3.43544 2.82201
H 4.71339 -2.17331 2.09708
C -2.40118 0.36539 0.52591
C -2.87851 1.97937 -1.67569
H -5.43865 2.67271 -1.93713
H -4.52237 0.24131 0.71411
C 1.80317 4.03867 4.61647
N 2.37683 -0.48731 0.51658
N 2.22680 -0.83385 -2.23845
H 3.47225 -0.21914 3.54191
H 2.97754 1.81900 3.62273
H -6.04097 1.74849 -0.55545
C -0.28263 2.64482 1.77223
H -1.25243 4.28390 -2.32607
H 0.52997 -1.81926 3.35280
C 0.76129 3.71999 -3.11040
H -1.01341 -2.46150 -4.05702
C 1.38679 2.47750 -2.93923
H 3.23475 -2.09705 -3.60527
H 3.13103 -0.62678 -1.82120
N -0.55566 -1.08021 -2.52317
H 1.12460 -1.34047 -4.67676
C 3.31478 -0.52869 2.52510
N -0.50509 2.32916 -1.97802
H -0.26011 -3.15173 -2.62643
N 2.39300 0.07065 1.74610
Ge -0.75712 -2.94578 1.52404
H -0.58253 -0.28246 -3.15804
C 3.93098 -1.50782 1.78258
C -3.95620 1.45475 -0.96686
H -1.50114 -1.17564 -2.15778
H -2.55752 -3.90686 0.05006
H 2.36478 4.87986 4.20835
H 1.25991 -3.07726 -4.61109
C -5.36227 1.72633 -1.40564
H -0.44436 4.30094 3.10225
C 3.30745 -1.44457 0.54201
H -1.07297 -2.26409 3.93119
H 0.96792 4.44303 5.18553
C 0.10868 -4.66285 1.79852
H -3.12027 -2.34112 0.65149
C -0.52983 -1.82529 3.09436
C 0.18656 -2.07995 0.00032
H 2.32231 -2.93247 -2.34741
H 0.03793 -5.29036 0.91105
C 2.04529 2.03303 3.12019
H -1.19295 2.89741 1.24756
C -0.44792 3.58599 -2.47843
N 0.01877 0.72090 0.31199
H 1.14466 4.59086 -3.60910
N 0.61869 1.63313 -2.26079
C 0.44538 1.51820 1.38943
H 1.15853 -4.54379 2.06337
H -3.05682 2.59453 -2.54864
H -2.19933 -0.24281 1.40073
H -0.86011 -0.79222 2.97423
H 2.36534 2.17755 -3.28065
H 2.45574 3.50398 5.30468
H -3.14162 -3.75926 1.70073
C -1.31695 0.88984 -0.18091
H -5.70352 0.93806 -2.07912
C -0.23358 -2.30198 -3.31013
C -3.69647 0.64625 0.14481
H 3.46401 -2.08648 -0.30895
H 0.59910 -2.85262 -0.67435
C 1.31726 3.14720 3.51259
C 1.61495 1.21636 2.08054
C 2.30085 -2.08756 -3.04021
H 2.04704 -0.06157 -2.87842
C -2.58449 -3.24665 0.91730

Properties
Lowest unoccupied orbital energy (spin up / spin down)   -6.4 / -6.4 eV
Frontier orbital gap (spin up / spin down)   7.076 / 7.083 eV
Total charge   +2

Record 4
Computed, not measured: a cluster of 2 separate species, C7H19N2O in total, with ωB97M-V with the def2-TZVPD basis set.

Geometry (Å):
H 2.49396 -1.11695 -2.56516
C -2.07642 0.67021 -1.48303
C -1.35021 -0.86692 3.00060
N 0.82010 0.20175 0.09137
H -3.30965 2.01370 -0.44026
C 0.09166 -0.73426 0.90319
N -2.43911 1.85456 -0.99263
H 2.63019 1.55719 -1.22374
H -1.72390 2.47734 -0.73056
H -3.92944 0.13596 -1.48030
H 2.39696 -1.15051 0.01256
H -1.59511 0.45447 1.27876
C 1.95539 -0.30977 -0.63804
H 1.16232 -2.07209 -1.89561
H 3.82803 0.29411 -1.44562
H 0.79690 -0.40413 -2.57820
H 1.25824 1.03975 0.56457
H -1.05243 0.43481 -1.77878
C 3.08388 0.68524 -0.77803
H -2.43702 -0.66826 3.08497
H -0.89884 -0.68398 3.99687
H 0.90807 -1.42204 1.44355
C 1.57189 -1.02553 -1.95533
C -0.74140 0.12173 1.89366
H -0.68800 -1.21924 0.16772
H 3.47228 0.94320 0.13198
H -0.08494 0.88874 2.31506
H -1.09260 -1.90589 2.73731
O -3.05081 -0.19318 -1.63687

Properties
Lowest unoccupied orbital energy   -4.8 eV
Frontier orbital gap   7.428 eV
Total charge   +1
Energy above the lowest of the compared OMol25 structures with the same formula, charge and spin   3.6164 eV

Record 5
Computed, not measured: the molecule CH6P2S, with ωB97M-V with the def2-TZVPD basis set.

Geometry (Å):
H -1.17794 -1.21179 -0.32241
C -1.95403 1.46314 -0.05044
H 3.31220 -0.49005 -0.19955
H 2.96205 -1.33369 1.61131
H -2.12896 1.27837 1.10418
S 0.87171 0.25432 0.61648
H -0.52791 0.00725 -1.84403
P -0.89619 0.14767 -0.36088
P 2.35076 -1.43540 0.19876
H -2.81169 1.32018 -0.75341

Properties
Lowest unoccupied orbital energy   -0.3 eV
Frontier orbital gap   7.777 eV
SMILES string   C=[PH2]SP
Energy above the lowest of the compared OMol25 structures with the same formula, charge and spin   2.5698 eV

Record 6
Computed, not measured: the molecule C8H14N2O4, with ωB97M-V with the def2-TZVPD basis set.

Geometry (Å):
C -2.75077 -1.28351 0.65741
H 4.82051 -1.92453 -0.43967
H 4.71621 -0.65975 0.86403
N 0.12535 0.79675 0.22349
O 0.50076 -1.31862 0.59507
C 2.74359 -1.08808 -0.08727
H -2.58776 -1.66087 1.73704
H -3.79168 -0.75466 0.54353
C -1.21825 1.97317 -1.57971
O -0.40637 4.16328 0.19071
C -0.44557 -0.35359 0.39656
H -1.84097 -2.94562 -0.24351
H -1.76827 1.00764 -1.74432
H -2.84700 -2.07249 -1.39555
O -1.77893 -0.38098 0.31176
H 2.38639 -1.49873 -0.99931
N -0.11704 2.96386 0.41352
H -3.54463 -3.06718 -0.04809
H 4.43405 -0.22225 -0.76266
C 1.65467 -0.86362 0.72623
C -0.47227 1.92664 -0.23342
C -2.78099 -2.44507 -0.38341
O 0.64419 2.75258 1.61119
H 1.68255 -0.43537 1.73345
H 0.77354 3.60526 2.09695
C 4.29310 -0.93793 -0.08969
H -1.95251 2.68856 -1.70884
H -0.47191 2.03512 -2.38550

Properties
Lowest unoccupied orbital energy   0.6 eV
Frontier orbital gap   8.192 eV
SMILES string   C/C=C/O/C(=N/C(C)=[N+](/[O-])O)OCC
Energy above the lowest of the compared OMol25 structures with the same formula, charge and spin   8.6009 eV